Record 1
This record from the OMol25 dataset describes a cluster of 2 separate species, C2H7NS2 in total in a non-equilibrium geometry. The level of theory is the ωB97M-V functional and the def2-TZVPD basis.

Last column: Löwdin charge in e.
Positions of all 12 atoms, in Å:
C: 3.472 2.142 -0.175  -0.14
N: 2.859 1.455 -1.056  -0.01
H: 4.078 1.668 0.609  0.05
H: 3.688 3.212 -0.309  0.06
H: 1.853 1.561 -1.128  0.05
C: -3.281 -1.379 -0.080  -0.49
S: -2.177 -1.092 1.329  0.35
S: -0.442 -2.222 0.689  0.30
H: -4.110 -0.703 0.031  0.02
H: -2.615 -1.105 -0.907  0.02
H: -3.582 -2.410 -0.053  0.02
H: 0.257 -1.125 1.051  -0.22

Its energy is -931.41949 Eh. The value obtained for the lowest unoccupied orbital energy is 0.30 eV. Its SMILES is C=N.CSS. As for the gap between HOMO and LUMO: 8.85 eV. As for the net charge: 0.

Record 2
This record from the OMol25 dataset describes a structure of composition C43H28ClF9IN4O8PS2SeV in a non-equilibrium geometry. The level of theory is the ωB97M-V functional and the def2-TZVPD basis.

Last column: Löwdin charge in e.
Positions of all 99 atoms, in Å:
V: -0.233 -0.342 -0.753  0.38
C: -1.666 -2.074 3.247  -0.04
C: -1.719 -0.576 3.139  -0.25
N: -2.290 0.091 4.132  0.12
C: -2.324 1.428 4.086  -0.11
C: -1.707 2.189 3.116  -0.13
C: -1.758 3.706 3.325  -0.22
O: -1.486 4.539 2.228  -0.11
C: -1.080 1.484 2.078  -0.09
C: -0.136 2.164 1.139  -0.08
N: 0.520 1.604 0.199  0.07
C: 1.632 2.441 -0.234  -0.45
C: 1.389 3.881 -0.410  0.00
C: 2.399 4.749 -0.362  -0.05
C: 3.738 4.355 0.081  -0.08
C: 4.042 3.100 0.415  -0.12
C: 3.057 2.028 0.158  -0.76
I: 3.383 0.248 1.270  0.96
C: -1.180 0.116 2.044  -0.25
O: -0.717 -0.574 0.983  -0.29
H: -2.663 -2.473 3.427  0.07
H: -1.018 -2.354 4.084  0.08
H: -1.282 -2.527 2.339  0.04
H: -2.846 1.926 4.899  0.11
H: -1.021 3.971 4.086  0.12
H: -2.738 3.921 3.758  0.11
H: -2.035 4.255 1.454  0.02
H: 0.094 3.190 1.406  0.12
H: 0.365 4.198 -0.595  0.13
H: 2.204 5.797 -0.553  0.11
H: 4.476 5.134 0.238  0.10
H: 4.968 2.854 0.917  0.08
O: 0.207 2.263 -2.632  -0.51
Cl: -0.305 0.824 -2.583  0.77
O: 2.041 -1.022 -1.855  -0.37
O: 2.551 1.860 -1.137  0.00
O: -1.426 0.600 -3.592  -0.59
O: -3.478 6.751 -3.379  -0.33
S: -4.353 5.901 -2.615  0.59
O: -5.590 6.470 -2.146  -0.33
N: -3.545 5.185 -1.399  -0.12
C: -3.534 3.865 -1.509  -0.79
S: -2.859 2.758 -0.414  0.70
C: -4.213 3.377 -2.777  -0.22
C: -4.372 2.078 -3.221  -0.03
C: -5.047 1.877 -4.422  -0.07
C: -5.543 2.957 -5.157  -0.09
C: -5.373 4.261 -4.707  -0.05
C: -4.698 4.432 -3.511  -0.24
H: -3.962 1.257 -2.646  0.05
H: -5.185 0.868 -4.793  0.10
H: -6.061 2.775 -6.094  0.09
H: -5.744 5.108 -5.274  0.11
Se: -2.544 -1.014 -1.452  0.72
C: -3.240 -1.787 0.101  -0.72
N: -3.739 -2.290 1.014  0.06
F: -1.953 -8.734 -0.933  0.12
C: -2.728 -7.655 -1.171  -0.59
F: -3.394 -7.934 -2.310  0.13
F: -3.636 -7.607 -0.186  0.13
C: -1.932 -6.393 -1.276  -0.14
C: -1.045 -6.239 -2.338  -0.02
C: -0.287 -5.081 -2.441  -0.07
C: -0.399 -4.051 -1.494  -0.30
C: -1.271 -4.249 -0.432  -0.09
C: -2.044 -5.400 -0.319  0.00
P: 0.668 -2.493 -1.541  0.97
C: 2.052 -3.342 -0.695  -0.28
C: 2.069 -3.371 0.697  -0.08
C: 3.143 -3.923 1.384  -0.02
C: 4.201 -4.467 0.678  -0.14
C: 4.179 -4.478 -0.712  -0.01
C: 3.110 -3.921 -1.393  -0.05
C: 5.365 -5.072 1.396  -0.59
F: 5.463 -4.639 2.663  0.13
F: 6.533 -4.792 0.791  0.13
F: 5.290 -6.416 1.456  0.13
C: 0.956 -2.322 -3.335  -0.25
C: 0.064 -2.315 -4.356  -0.08
C: 0.241 -1.407 -5.422  0.01
C: 1.180 -0.324 -5.286  -0.15
C: 1.981 -0.205 -4.213  0.04
C: 2.083 -1.327 -3.228  -0.44
C: 1.193 0.723 -6.364  -0.60
F: 2.003 1.745 -6.085  0.14
F: 1.616 0.193 -7.535  0.12
F: -0.026 1.221 -6.597  0.15
H: -0.950 -7.024 -3.081  0.12
H: 0.403 -4.975 -3.273  0.10
H: -1.375 -3.484 0.326  0.06
H: -2.744 -5.499 0.502  0.12
H: 1.243 -2.940 1.257  0.10
H: 3.157 -3.920 2.467  0.12
H: 5.009 -4.906 -1.262  0.12
H: 3.098 -3.936 -2.478  0.11
H: -0.827 -2.933 -4.320  0.11
H: -0.449 -1.404 -6.256  0.12
H: 2.591 0.678 -4.061  0.13
H: 3.056 -1.806 -3.448  0.15

As for the expectation value of S²: 3.822. As for the multiplicity: 4. Its energy is -8616.12395 Eh. The value obtained for the lowest unoccupied orbital energy (alpha / beta) is 3.40 / 3.01 eV. As for the gap between HOMO and LUMO (alpha / beta): 6.61 / 6.27 eV. As for the net charge: -2.

Record 3
This record from the OMol25 dataset describes a cluster of 13 separate species, C24H54Cl6N6O24 in total in a non-equilibrium geometry. The level of theory is the ωB97M-V functional and the def2-TZVPD basis.

Last column: Löwdin charge in e.
Positions of all 114 atoms, in Å:
Cl: 2.447 -0.577 -9.501  0.52
C: 1.569 -0.045 -10.975  -0.65
C: 0.171 0.366 -10.617  -0.71
Cl: 0.113 1.678 -9.449  0.56
H: 1.615 -0.820 -11.740  0.08
H: 2.129 0.774 -11.427  0.07
H: -0.459 -0.456 -10.277  0.07
H: -0.378 0.694 -11.499  0.07
Cl: 2.253 -10.011 -8.412  0.51
C: 2.129 -8.866 -7.035  -0.66
C: 1.035 -9.280 -6.098  -0.63
Cl: -0.543 -9.503 -6.988  0.49
H: 1.914 -7.849 -7.365  0.07
H: 3.116 -8.850 -6.573  0.07
H: 0.839 -8.451 -5.418  0.07
H: 1.265 -10.196 -5.553  0.07
Cl: -4.577 -4.168 -7.680  0.49
C: -5.764 -5.530 -7.968  -0.66
C: -5.912 -5.892 -9.413  -0.67
Cl: -6.969 -7.312 -9.456  0.56
H: -6.699 -5.224 -7.498  0.07
H: -5.440 -6.358 -7.338  0.06
H: -4.986 -6.214 -9.891  0.07
H: -6.434 -5.183 -10.056  0.07
C: -5.716 -1.949 3.158  0.02
N: -5.382 -2.423 1.815  -0.42
O: -4.390 -3.138 1.697  0.07
O: -6.213 -2.087 0.924  0.04
H: -6.402 -2.568 3.735  0.10
H: -6.194 -0.970 3.124  0.10
H: -4.735 -1.916 3.631  0.10
C: 5.360 -9.214 -0.747  0.04
N: 4.978 -10.502 -0.147  -0.49
O: 3.963 -11.021 -0.478  0.08
O: 5.736 -10.979 0.670  0.06
H: 5.829 -9.520 -1.682  0.10
H: 6.000 -8.615 -0.098  0.10
H: 4.383 -8.792 -0.980  0.10
C: 9.102 -4.022 -5.148  0.05
N: 7.824 -4.468 -4.520  -0.47
O: 7.108 -5.052 -5.309  0.05
O: 7.669 -4.374 -3.327  0.07
H: 9.281 -4.599 -6.055  0.10
H: 9.719 -4.353 -4.313  0.10
H: 9.008 -2.947 -5.299  0.10
C: -4.002 8.599 -0.541  0.02
N: -2.852 7.701 -0.401  -0.48
O: -2.446 7.420 0.696  0.08
O: -2.427 7.343 -1.473  0.07
H: -3.487 9.518 -0.819  0.10
H: -4.611 8.840 0.331  0.10
H: -4.630 8.226 -1.350  0.10
C: 4.701 6.178 7.632  0.03
N: 4.249 5.294 6.540  -0.46
O: 3.142 4.733 6.656  0.04
O: 4.929 5.325 5.572  0.09
H: 4.221 5.713 8.493  0.09
H: 4.364 7.187 7.394  0.11
H: 5.769 6.108 7.835  0.10
C: 0.980 -5.599 3.723  0.03
N: 1.065 -7.049 3.396  -0.46
O: 0.276 -7.517 2.595  0.07
O: 2.011 -7.613 3.882  0.07
H: 0.665 -5.606 4.766  0.10
H: 0.318 -5.012 3.086  0.09
H: 1.970 -5.162 3.596  0.10
C: 8.224 6.483 -1.044  -0.04
O: 7.440 6.123 -2.166  0.02
C: 7.608 4.970 -2.727  -0.64
O: 8.503 4.229 -2.357  0.10
O: 6.687 4.789 -3.670  -0.01
C: 6.525 3.482 -4.306  0.00
H: 8.263 7.554 -0.844  0.09
H: 9.231 6.103 -1.217  0.09
H: 7.905 6.089 -0.078  0.10
H: 5.897 3.676 -5.176  0.09
H: 5.962 2.876 -3.596  0.10
H: 7.537 3.175 -4.571  0.10
C: -0.589 0.835 1.579  -0.02
O: -0.814 0.081 0.353  -0.03
C: 0.181 -0.715 -0.132  -0.51
O: 1.341 -0.739 0.318  0.08
O: -0.195 -1.324 -1.304  -0.02
C: 0.730 -1.909 -2.218  -0.05
H: 0.163 1.613 1.443  0.10
H: -0.267 0.122 2.337  0.09
H: -1.569 1.221 1.862  0.09
H: 1.482 -2.524 -1.723  0.09
H: 1.310 -1.180 -2.783  0.09
H: 0.235 -2.554 -2.943  0.09
C: -6.057 7.217 5.573  -0.07
O: -6.482 8.555 5.447  -0.01
C: -7.060 9.135 6.527  -0.56
O: -7.114 8.654 7.682  0.07
O: -7.358 10.371 6.194  0.00
C: -7.855 11.329 7.181  0.00
H: -5.652 6.875 4.621  0.09
H: -6.817 6.503 5.889  0.10
H: -5.228 7.143 6.277  0.10
H: -8.936 11.202 7.242  0.09
H: -7.596 12.327 6.828  0.09
H: -7.478 11.158 8.189  0.09
C: -2.480 -0.355 9.290  -0.02
O: -3.693 0.131 9.874  0.04
C: -4.364 1.026 9.248  -0.66
O: -4.269 1.431 8.114  0.12
O: -5.240 1.465 10.143  0.00
C: -6.148 2.533 9.806  -0.03
H: -2.503 -1.417 9.048  0.09
H: -1.781 -0.288 10.124  0.09
H: -2.025 0.166 8.447  0.10
H: -6.435 3.101 10.691  0.09
H: -7.012 2.081 9.318  0.10
H: -5.776 3.344 9.180  0.09

Its energy is -5841.62646 Eh. The value obtained for the lowest unoccupied orbital energy is -0.05 eV. As for the gap between HOMO and LUMO: 10.49 eV. As for the net charge: 0.

Record 4
This record from the OMol25 dataset describes a structure of composition C25H20Cl3N5RhSSbSe4 in a non-equilibrium geometry. The level of theory is the ωB97M-V functional and the def2-TZVPD basis.

Last column: Löwdin charge in e.
Positions of all 60 atoms, in Å:
Rh: 0.458 0.464 -1.041  0.64
C: -2.594 -2.206 -4.865  -0.10
C: -1.361 -2.844 -4.925  -0.10
C: -0.467 -2.739 -3.883  -0.03
C: -0.796 -1.971 -2.747  -0.30
C: -2.071 -1.383 -2.675  -0.07
C: -2.952 -1.496 -3.725  -0.10
N: 0.108 -1.689 -1.778  -0.06
N: 1.180 -2.412 -1.608  0.04
C: 2.254 -1.836 -1.087  -0.35
C: 3.374 -2.625 -0.733  -0.02
C: 4.509 -2.025 -0.263  -0.08
C: 4.551 -0.625 -0.162  -0.09
C: 3.425 0.094 -0.499  -0.15
N: 2.297 -0.471 -0.918  -0.05
H: -3.279 -2.274 -5.696  0.10
H: -1.094 -3.424 -5.797  0.10
H: 0.503 -3.209 -3.920  0.10
H: -2.353 -0.851 -1.771  0.06
H: -3.921 -1.024 -3.657  0.10
H: 3.287 -3.692 -0.842  0.11
H: 5.364 -2.620 0.020  0.10
H: 5.435 -0.109 0.173  0.09
H: 3.420 1.176 -0.426  0.11
Se: -1.904 5.940 -3.392  -0.26
Sb: -2.576 4.913 -1.318  0.13
Se: -0.293 3.488 -0.577  0.04
Se: -1.539 1.652 -0.845  0.04
Se: -3.937 2.861 -2.040  -0.06
Cl: -1.879 2.030 -5.035  0.60
C: -0.087 2.033 -5.050  -1.54
Cl: 0.512 1.023 -6.402  0.61
Cl: 0.502 3.710 -5.254  0.60
C: 0.351 1.475 -3.820  -0.31
N: 0.602 1.006 -2.788  -0.03
N: 0.267 0.059 0.935  -0.48
S: -1.010 0.402 1.837  0.98
C: -0.495 1.778 2.892  -0.40
C: 0.626 1.662 3.697  -0.09
C: 1.048 2.759 4.426  -0.06
C: 0.371 3.965 4.326  -0.06
C: -0.748 4.073 3.515  -0.06
C: -1.185 2.974 2.793  -0.12
C: -0.944 -0.934 3.039  -0.38
C: -0.613 -2.174 2.520  -0.08
C: -0.526 -3.263 3.367  -0.06
C: -0.773 -3.098 4.721  -0.07
C: -1.122 -1.855 5.227  -0.07
C: -1.227 -0.762 4.382  -0.08
H: 1.078 -0.224 1.483  0.04
H: 1.155 0.721 3.766  0.12
H: 1.907 2.667 5.073  0.11
H: 0.718 4.823 4.883  0.11
H: -1.277 5.013 3.441  0.11
H: -2.060 3.036 2.161  0.10
H: -0.416 -2.268 1.462  0.10
H: -0.275 -4.231 2.965  0.11
H: -0.701 -3.942 5.389  0.11
H: -1.318 -1.730 6.281  0.11
H: -1.511 0.208 4.763  0.11

As for the expectation value of S²: 6.062. As for the multiplicity: 5. Its energy is -12973.61464 Eh. The value obtained for the lowest unoccupied orbital energy (alpha / beta) is -0.07 / -2.33 eV. As for the gap between HOMO and LUMO (alpha / beta): 6.35 / 4.66 eV. As for the net charge: 0.

Record 5
This record from the OMol25 dataset describes a structure of composition C4H5N3O in a non-equilibrium geometry. The level of theory is the ωB97M-V functional and the def2-TZVPD basis.

Last column: Löwdin charge in e.
Positions of all 13 atoms, in Å:
C: 0.211 0.918 1.665  -0.11
C: 0.244 0.471 0.233  -0.39
C: 1.025 0.911 -0.843  -0.03
C: -0.747 -1.081 -1.155  -0.43
H: 0.502 2.045 2.002  0.09
H: -0.982 0.870 2.104  0.12
H: 0.947 0.124 2.538  0.17
H: 1.831 1.546 -0.641  0.08
H: -1.959 -2.350 -0.447  0.21
N: 1.064 -0.037 -1.901  0.00
N: 0.228 -0.969 -2.167  0.08
N: -0.723 -0.441 0.031  0.14
O: -1.644 -2.007 -1.420  0.06

Its energy is -394.80608 Eh. The value obtained for the lowest unoccupied orbital energy is 0.13 eV. As for the gap between HOMO and LUMO: 9.27 eV. As for the net charge: 0.